DFT (the ωB97M-V functional and the def2-TZVPD basis) results for a structure of composition C23H30NO8Sc in a non-equilibrium geometry.

Geometry as XYZ:
```
63
Properties=species:S:1:pos:R:3:forces:R:3
Sc 0.27125 0.83643 0.20834 -1.20 0.19 0.58
O 0.63333 2.63681 0.37820 1.17 1.66 -0.87
O 1.83061 -1.62875 -2.24780 -0.21 0.01 0.09
O 2.25951 8.69792 -1.88673 -0.83 -0.60 0.74
O -0.81738 6.26001 -3.66416 0.90 1.39 0.34
O 0.32383 -1.22200 -0.68263 2.08 -0.52 -1.88
O 0.60315 8.25352 -0.43378 0.36 0.71 0.07
O 1.64069 0.40217 -1.34653 -0.37 -2.88 -0.57
O -0.14311 8.37343 -3.25630 -0.47 0.33 -0.65
N 1.28322 -0.88950 -1.47520 -0.39 2.08 1.37
C -1.97142 0.01036 -0.76141 -0.83 0.76 -0.33
C 0.56654 -1.01743 1.98443 0.26 0.48 0.82
C -1.93755 2.29706 -0.40263 -0.61 -0.51 -0.82
C -0.05378 7.04357 -3.11304 -0.80 -2.32 -0.28
C -1.52728 0.64305 -1.96459 -0.34 0.13 0.94
C 1.39189 3.79988 0.49843 0.28 -0.28 0.31
C -0.14522 0.03548 2.65360 0.82 -0.20 -0.16
C -2.25521 1.03829 0.20456 0.21 -0.01 -0.74
C 3.57522 2.48608 -2.67322 -0.16 -0.20 0.48
C 1.38552 7.94759 -1.48013 1.27 -0.08 -0.34
C -1.49433 2.04802 -1.74154 -0.53 -0.26 0.85
C 0.43983 5.56098 -1.14322 -0.50 0.23 -0.44
C -1.16897 8.79237 -4.15411 -0.11 0.02 -0.06
C 1.91981 -0.58204 1.79896 -0.65 0.18 0.55
C 1.02439 6.61244 -2.13113 -0.75 1.26 0.41
C 2.56211 4.66647 -1.96244 0.53 -0.59 -0.59
C 1.64794 4.81742 -0.65456 0.24 0.47 0.26
C 2.56922 3.52914 -2.88438 -0.61 0.51 1.00
C 2.27883 5.99859 -2.75084 0.10 -0.05 0.10
C 2.04788 0.71926 2.37605 -0.83 -0.28 0.12
C 0.76925 1.11197 2.87825 0.39 -0.86 0.05
C 0.90396 9.56001 0.06735 -0.26 -0.11 0.01
C 1.53469 3.29354 -3.89845 -0.05 -0.24 -0.14
H -1.17163 -0.01568 3.01942 0.31 0.07 -0.31
H 3.16374 1.48769 -2.85911 0.32 -0.11 -0.07
H 0.91236 4.37794 1.31502 0.15 0.19 -0.22
H 2.38348 3.52594 0.89353 0.14 0.03 -0.07
H 0.66833 3.96848 -3.86343 0.11 -0.11 0.07
H -1.33140 0.14209 -2.91342 0.23 0.13 0.38
H 2.97497 1.28474 2.48025 -0.38 -0.07 -0.31
H 3.11324 6.70998 -2.63821 -0.37 -0.30 -0.22
H -0.22364 4.89985 -1.71742 0.12 0.12 0.18
H -0.13312 6.06941 -0.35534 -0.01 -0.31 -0.16
H -2.72856 0.86949 1.17425 0.32 0.15 -0.29
H 2.73717 -1.18156 1.39113 -0.38 0.29 -0.04
H 0.53670 2.03659 3.40994 0.09 -0.25 -0.41
H -1.06650 9.87270 -4.22627 -0.02 0.01 -0.03
H 1.90639 9.58391 0.50160 -0.11 0.03 -0.07
H -1.04607 8.32615 -5.13777 0.00 0.07 0.22
H 0.14884 9.74381 0.82360 -0.02 0.14 0.12
H 2.12002 5.81195 -3.82025 0.12 -0.19 0.35
H 2.25694 5.57569 -0.12559 -0.12 0.08 0.42
H -2.17874 -1.05268 -0.63653 0.22 0.36 0.01
H 1.94298 3.36450 -4.92554 -0.10 -0.03 -0.68
H 4.47594 2.63749 -3.29348 0.65 -0.33 -0.38
H 1.16594 2.25565 -3.81049 -0.35 0.02 -0.20
H -2.15862 8.53016 -3.76331 0.19 0.00 -0.07
H 0.15978 -2.00336 1.74411 0.19 0.53 -0.09
H 3.59898 4.72234 -1.57901 -0.07 0.17 0.20
H -2.09408 3.28678 0.04214 0.37 -0.55 -0.12
H -1.21255 2.79645 -2.48390 0.10 -0.25 0.38
H 0.84420 10.28898 -0.74850 0.02 -0.07 0.25
H 3.90360 2.50061 -1.62633 0.20 -0.26 -0.09
```
Positions in Å, forces in eV/Å.

Results
HOMO level (alpha / beta) = 2.239 / 2.240 eV
E_LUMO (alpha / beta) = 4.2 / 4.2 eV
Charge = -2

DFT (the ωB97M-V functional and the def2-TZVPD basis) results for a cluster of 2 separate species, C5H9ClN2OS2 in total in a non-equilibrium geometry.

Geometry as XYZ:
```
20
Properties=species:S:1:pos:R:3:forces:R:3
Cl 1.06558 -0.18774 -0.72695 -1.55 0.16 -0.40
S -3.98986 -2.27280 -0.52093 1.30 -1.23 -0.87
S -2.29143 2.27277 -0.88865 -0.76 -0.11 0.92
O -4.57908 -0.03607 1.28942 1.44 0.50 -1.56
N 5.05550 0.39966 0.15725 -0.18 2.12 4.96
N 4.77389 -0.85015 -0.17596 -5.63 -2.83 -0.20
C -3.24445 -0.64782 -0.63339 2.01 -0.82 -1.85
C -3.79227 0.25028 0.39065 -1.03 2.30 1.48
C 2.50901 0.18141 0.12821 1.78 -1.27 1.69
C 3.41689 -1.09100 -0.04270 4.79 3.01 -1.34
C -3.37611 1.77499 0.20813 -1.14 0.34 1.05
H 4.50816 0.57098 1.17105 2.09 0.27 -3.26
H -5.01502 -1.87401 0.13945 -1.41 0.40 0.92
H 3.07255 -1.94695 -0.58172 -0.37 -0.58 0.31
H -4.00509 2.49394 0.93084 1.55 -1.58 -1.59
H -3.50725 -0.23645 -1.71659 1.16 -0.52 2.40
H -2.03781 -0.79170 -0.42630 -3.06 0.71 -0.90
H 3.03143 1.04547 -0.30499 -0.26 -0.34 -0.18
H 2.35077 0.45552 1.22431 -0.24 -0.47 -1.32
H 6.05457 0.48966 0.37888 -0.48 -0.07 -0.26
```
Positions in Å, forces in eV/Å.

Results
HOMO level = -9.153 eV
E_LUMO = -1.5 eV

DFT (the ωB97M-V functional and the def2-TZVPD basis) results for a cluster of 2 separate species, CH6NO in total in a non-equilibrium geometry.

Geometry as XYZ:
```
9
Properties=species:S:1:pos:R:3:forces:R:3
O 0.92749 2.51021 -0.14084 -0.16 -0.19 -0.03
N 0.14901 -1.35502 -0.59296 -0.04 0.25 0.80
C -0.21360 -0.51608 0.56791 0.35 -1.32 2.23
H -1.27322 -0.57516 0.81969 -0.23 0.10 -0.32
H 0.66074 -0.72364 -1.18910 -0.14 -0.19 -0.62
H 0.27764 -0.87938 1.55651 -0.42 0.23 -1.53
H -0.67277 -1.74974 -1.04458 0.39 0.47 -0.07
H 0.09059 0.51665 0.48525 0.15 0.61 -0.45
H 0.05411 2.77217 -0.46187 0.09 0.03 0.01
```
Positions in Å, forces in eV/Å.

Results
ΔE to the lowest compared entry with this formula, charge and spin = 10.9 kcal per mole
HOMO level = -2.263 eV
E_LUMO = 4.6 eV
Charge = -1

DFT (the ωB97M-V functional and the def2-TZVPD basis) results for a cluster of 5 separate species, C8H16Cl8O in total in a non-equilibrium geometry.

Geometry as XYZ:
```
33
Properties=species:S:1:pos:R:3:forces:R:3
Cl 1.29900 2.81382 2.11712 -0.26 0.34 0.11
Cl 4.03832 1.92708 2.58074 0.51 0.17 0.38
Cl -2.13564 0.34485 -2.51507 0.00 0.16 0.03
Cl -3.04205 2.00918 0.31086 -0.09 0.29 0.11
Cl -2.14955 -1.36635 1.59632 -0.10 -0.04 0.22
Cl -1.42663 -1.86969 -4.25431 0.42 -0.25 -0.46
Cl -1.52566 -1.47213 4.47672 -0.08 0.02 -0.08
Cl -1.42064 3.60560 -1.53952 0.06 0.12 -0.28
O 2.20123 0.32218 -0.03420 -1.57 -2.20 -2.81
C 2.64734 1.84118 1.50451 0.43 1.18 1.85
C -2.62798 -1.20848 -3.17212 -0.10 0.00 0.19
C 2.97610 -0.73025 -0.56325 -0.39 -0.49 -0.58
C -1.64436 3.10031 0.12339 -0.27 -0.57 0.09
C 2.00110 -1.91350 -0.80196 0.13 -0.36 0.10
C 0.58844 -1.34043 -0.57638 0.20 0.43 0.05
C 0.86664 0.16413 -0.55225 0.22 0.07 -0.40
C -2.80097 -1.45762 3.25330 0.24 0.02 -0.28
H 2.94948 2.22879 0.54614 -0.06 0.12 0.07
H -3.36491 -2.37454 3.32832 -0.07 -0.09 0.06
H 2.22283 -2.72014 -0.10273 -0.09 0.01 0.02
H 2.09017 -2.34589 -1.79853 0.14 0.18 -0.04
H -3.54805 -1.06720 -3.71799 -0.14 -0.02 -0.05
H -3.42143 -0.58594 3.39460 -0.06 0.10 0.11
H -0.10415 -1.56734 -1.38495 0.08 -0.12 -0.06
H -2.74232 -1.91628 -2.36412 -0.15 0.02 0.18
H -0.79416 2.51059 0.42636 0.21 0.25 0.09
H 0.19990 0.75324 0.07518 -0.02 -0.09 0.03
H 0.13129 -1.68767 0.35087 0.26 0.07 -0.02
H 3.42968 -0.37856 -1.49559 0.17 -0.22 0.02
H 0.84421 0.56261 -1.57987 -0.09 -0.01 0.22
H 3.73299 -0.96840 0.17602 0.29 -0.01 -0.04
H 2.32220 0.81510 1.45195 0.22 0.82 1.03
H -1.79241 3.97175 0.74045 -0.02 0.09 0.12
```
Positions in Å, forces in eV/Å.

Results
ΔE to the lowest compared entry with this formula, charge and spin = 0.0 kcal per mole
HOMO level = -9.668 eV
E_LUMO = 0.5 eV

Which E belongs to each record? In order, -2311.69177, -1637.07135, -171.65218, -4071.12471 Ha.